Entry from OMol25: C13H32O3PdSSi as an isolated structure in a non-equilibrium geometry (ωB97M-V/def2-TZVPD).

Cartesian coordinates (Å):
Pd 0.302 0.255 -0.440
C 0.724 -0.211 -2.262
H 1.731 0.037 -1.993
H 0.614 -1.279 -2.591
H 0.356 0.427 -3.040
H -0.986 -0.306 -1.629
H -1.322 -0.195 -1.004
C -1.636 2.568 0.732
C -0.570 2.212 1.768
C 0.685 3.045 1.509
C -1.094 2.444 3.173
O -0.316 0.795 1.620
Si 0.866 -0.091 2.515
S 1.909 -1.047 1.102
O 1.679 1.002 3.450
C 2.275 0.957 4.772
C 3.503 0.055 4.760
C 2.671 2.386 5.108
C 1.275 0.449 5.800
O 0.051 -1.009 3.625
C -0.657 -2.261 3.473
C 0.324 -3.394 3.232
C -1.414 -2.487 4.776
C -1.642 -2.181 2.318
H -1.824 3.655 0.781
H -2.568 2.039 0.959
H -1.301 2.309 -0.287
H 0.385 4.108 1.516
H 1.427 2.892 2.299
H 1.131 2.806 0.534
H -1.983 1.832 3.362
H -0.322 2.238 3.926
H -1.376 3.500 3.260
H 4.245 0.424 4.039
H 3.964 0.052 5.757
H 3.239 -0.973 4.498
H 1.798 3.049 5.090
H 3.109 2.435 6.113
H 3.415 2.760 4.395
H 0.354 1.044 5.773
H 1.029 -0.600 5.631
H 1.703 0.540 6.809
H 1.014 -3.486 4.086
H -0.230 -4.340 3.147
H 0.901 -3.232 2.322
H -2.124 -1.686 4.962
H -1.966 -3.435 4.725
H -0.712 -2.551 5.625
H -2.317 -1.328 2.442
H -1.122 -2.104 1.354
H -2.244 -3.099 2.306

Its orbital gap (alpha / beta) is 0.2763 / 0.2425 hartree. The spin multiplicity is 3. The total energy comes out at -1555.83310 Eh. The energy above the lowest of the compared OMol25 structures with the same formula, charge and spin is 73.0 kJ/mol.

Electronic structure analysis, Mulliken charges in units of e: Pd -0.3289; C -1.0932; H 0.2575; H 0.3071; H 0.4288; H -0.1148; H 0.2215; C -1.5275; C 1.6448; C -1.3316; C -1.3608; O 0.0856; Si 0.4075; S -0.7313; O 0.2253; C 1.6468; C -1.5776; C -1.7351; C -1.4441; O 0.0416; C 1.5745; C -1.5553; C -1.7789; C -1.5289; H 0.4113; H 0.3517; H 0.2879; H 0.4885; H 0.1878; H 0.2407; H 0.2988; H -0.0159; H 0.5290; H 0.3312; H 0.4163; H 0.2880; H 0.2899; H 0.4607; H 0.3709; H 0.3099; H 0.2266; H 0.5216; H 0.3255; H 0.4419; H 0.3033; H 0.3816; H 0.4398; H 0.3729; H 0.2971; H 0.1741; H 0.5359

---

Entry from OMol25: C5H13N4 as an isolated structure in a non-equilibrium geometry (ωB97M-V/def2-TZVPD).

Cartesian coordinates (Å):
C 2.086 -0.045 0.101
C 0.931 0.878 -0.471
C -0.367 0.397 -0.006
C -1.100 1.004 1.053
C -2.043 -1.413 -0.401
N 1.678 -1.154 0.577
N 0.347 -1.179 0.765
N 3.306 0.180 -0.413
N -1.300 -0.174 -0.939
H 1.046 1.860 0.040
H 0.998 1.014 -1.523
H -0.504 1.257 2.052
H -1.929 0.409 1.369
H -1.383 1.971 0.789
H -1.190 -1.932 -0.054
H -2.614 -1.005 0.405
H -2.588 -1.719 -1.231
H 0.106 -1.186 1.812
H 3.393 1.064 -0.786
H 3.955 -0.528 -0.127
H -1.920 0.595 -1.127
H -0.907 -0.293 -1.883

The charge is +1. Its orbital gap is 0.3126 hartree. The total energy comes out at -416.97448 Eh. The energy above the lowest of the compared OMol25 structures with the same formula, charge and spin is 352.9 kJ/mol.

Electronic structure analysis, Mulliken charges in units of e: C 0.5922; C -1.3456; C 0.8150; C -1.7180; C -0.8634; N -0.8102; N -0.1798; N -0.3958; N -0.1439; H 0.3858; H 0.5623; H 0.3737; H 0.4095; H 0.4728; H 0.5816; H 0.2844; H 0.3897; H 0.2818; H 0.1951; H 0.2717; H 0.4113; H 0.4298

---

Entry from OMol25: a 3-piece molecular cluster, CH8NO3 overall in a non-equilibrium geometry (ωB97M-V/def2-TZVPD).

Cartesian coordinates (Å):
N 1.835 -1.048 -1.155
C 1.132 -0.938 0.246
O 0.633 0.244 0.352
H 1.492 -0.234 -1.670
H 2.827 -0.818 -1.069
H 0.488 -1.838 0.361
H 1.999 -1.312 0.853
H -0.892 0.323 0.994
H -2.194 -0.387 1.668
O -1.726 0.443 1.489
H -1.695 1.783 -0.355
H -0.518 1.056 -0.892
O -1.470 1.125 -1.010

Its orbital gap (alpha / beta) is 0.3929 / 0.2488 hartree. The spin multiplicity is 2. The total energy comes out at -323.25175 Eh. The energy above the lowest of the compared OMol25 structures with the same formula, charge and spin is 83.3 kJ/mol.

Electronic structure analysis, Mulliken charges in units of e: N -0.5462; C -0.0597; O -0.6328; H 0.2724; H 0.2735; H 0.2617; H 0.3020; H 0.5108; H 0.2678; O -0.6789; H 0.3154; H 0.3528; O -0.6386

---

Entry from OMol25: a 2-piece molecular cluster, C4H10IP overall in a non-equilibrium geometry (ωB97M-V/def2-TZVPD).

Cartesian coordinates (Å):
C -1.391 0.914 0.032
C 0.329 -1.288 -1.221
C -0.798 -0.214 0.844
C 0.332 -0.793 0.119
P 2.295 1.310 -0.020
I 1.559 -2.079 1.461
H -0.580 1.471 -0.499
H -1.863 1.604 0.704
H -2.105 0.383 -0.688
H -0.743 -1.368 -1.656
H 0.900 -0.512 -1.818
H 0.824 -2.236 -1.426
H -1.599 -0.848 1.065
H -0.446 0.212 1.739
H 2.163 1.353 1.389
H 1.122 2.091 -0.027

Its orbital gap (alpha / beta) is 0.2646 / 0.2893 hartree. The total energy comes out at -797.30982 Eh. The energy above the lowest of the compared OMol25 structures with the same formula, charge and spin is 396.5 kJ/mol.

Electronic structure analysis, Mulliken charges in units of e: C -1.0650; C -0.7169; C -0.5982; C -0.1804; P 0.0775; I -0.0371; H 0.2308; H 0.3227; H 0.3111; H 0.2302; H 0.1998; H 0.3517; H 0.4090; H 0.4072; H 0.0377; H 0.0200

---

Which formula does entry 4 have? C4H10IP